The following is a quantum chemistry calculation of the molecule C4H3IO2 in a non-equilibrium geometry, from OMol25.

```
! RIJCOSX wB97M-V def2-TZVPD def2/J DEFGRID3
* xyz 0 1
C -0.37894 0.80826 0.62742
C -0.64677 0.99044 1.88026
C -0.49453 -1.02926 2.38634
C 0.09435 -0.57299 0.24665
O -0.66230 -1.38305 3.50438
O -0.03093 -1.43816 1.29466
I -1.24857 2.20395 3.30596
H -0.41875 1.60717 -0.17543
H -0.60600 -0.94384 -0.51535
H 1.23453 -0.53819 -0.13476
*
```

Calculated values
**Energy above the lowest of the compared OMol25 structures with the same formula, charge and spin**: 1.864 eV
**Calculated total energy**: -16389.0474 eV
**LUMO energy**: 0.56 eV
**Kohn-Sham gap**: 9.179 eV

Mulliken atomic charge list, values in e, 6 entries:
1 C 0.052
2 C -0.746
3 C 0.543
4 C -0.253
5 O -0.431
6 O -0.217

***

The following is a quantum chemistry calculation of a structure of composition C4H3IrO2 in a non-equilibrium geometry, from OMol25.

```
! RIJCOSX wB97M-V def2-TZVPD def2/J DEFGRID3
* xyz 0 5
O 2.39419 0.09795 -0.64878
C 1.34169 -0.87939 0.62979
C 0.14604 -0.40351 0.15865
C -1.20683 -0.49580 0.12967
C -2.13284 0.36886 -0.40558
O -3.38843 0.45458 -0.14654
H 1.06004 0.39013 -0.96034
H -1.69502 1.26525 -0.93070
Ir 2.12463 0.98782 0.92597
H 1.35654 -1.78589 1.24786
*
```

Calculated values
**Energy above the lowest of the compared OMol25 structures with the same formula, charge and spin**: 3.820 eV
**Expectation value of S²**: 6.08
**Calculated total energy**: -11116.9071 eV
**LUMO energy (alpha / beta)**: -1.83 / -2.47 eV
**Kohn-Sham gap (alpha / beta)**: 5.682 / 6.793 eV

Mulliken atomic charge list, values in e, 6 entries:
1 O -0.615
2 C -0.820
3 C 0.469
4 C -0.416
5 C 0.041
6 O -0.505

***

The following is a quantum chemistry calculation of a structure of composition C4H3Li2MgO2 in a non-equilibrium geometry, from OMol25.

```
! RIJCOSX wB97M-V def2-TZVPD def2/J DEFGRID3
* xyz 2 2
C -0.94041 -0.35233 -0.20585
O -1.83499 0.22989 0.41028
Li -3.41835 -0.50467 1.17507
Mg 1.95734 1.76065 0.45753
C 1.55534 -1.53688 0.38873
C 1.48915 -0.28651 0.01252
C 0.26389 0.35372 -0.71702
O 0.23057 1.72477 -0.45172
Li -1.37433 2.26340 0.23966
H -0.65189 -1.51116 0.00649
H 0.35247 0.11588 -1.79414
H 2.37121 -2.25676 0.47846
*
```

Calculated values
**Energy above the lowest of the compared OMol25 structures with the same formula, charge and spin**: 0.000 eV
**Expectation value of S²**: 0.77
**Calculated total energy**: -14128.8933 eV
**LUMO energy (alpha / beta)**: -8.24 / -8.72 eV
**Kohn-Sham gap (alpha / beta)**: 5.873 / 8.099 eV

Mulliken atomic charge list, values in e, 6 entries:
1 C 0.211
2 O -0.779
3 Li 0.942
4 Mg 0.823
5 C -0.641
6 C -0.453

***

The following is a quantum chemistry calculation of a structure of composition C4H3LiOTm in a non-equilibrium geometry, from OMol25.

```
! RIJCOSX wB97M-V def2-TZVPD def2/J DEFGRID3
* xyz -1 3
H -1.42488 -1.91657 0.41439
O -0.02126 -0.41730 0.42889
C -1.20754 -0.89170 0.07341
C -2.19050 -0.16160 -0.49742
H -2.41977 -0.47174 -1.53950
H -2.78183 0.54440 0.08526
Tm 1.47504 -1.05840 2.17021
Li 0.28597 1.31990 -0.32230
C 0.89146 3.02156 -1.45304
C 0.51346 2.14314 -2.27521
*
```

Calculated values
**Energy above the lowest of the compared OMol25 structures with the same formula, charge and spin**: 0.000 eV
**Expectation value of S²**: 2.01
**Calculated total energy**: -35971.0641 eV
**LUMO energy (alpha / beta)**: 2.85 / 1.76 eV
**Kohn-Sham gap (alpha / beta)**: 5.089 / 3.969 eV

Mulliken atomic charge list, values in e, 6 entries:
1 H 0.281
2 O -0.380
3 C 0.410
4 C -1.137
5 H 0.168
6 H 0.268

***

The following is a quantum chemistry calculation of a structure of composition C4H3MgO2Rb in a non-equilibrium geometry, from OMol25.

```
! RIJCOSX wB97M-V def2-TZVPD def2/J DEFGRID3
* xyz 2 1
H -5.81295 -2.82494 3.37114
C 2.29423 0.05105 -0.63332
C 1.25848 1.07376 -0.40839
C -0.01532 0.74621 -0.58720
C -1.15678 0.17149 -0.40455
O -2.21671 -0.32260 -0.44156
O 3.49061 0.31132 -0.66502
Mg 5.04203 1.40318 -0.33425
H 1.95957 -0.97976 -0.83540
H 1.59108 2.08780 -0.15682
Rb -6.43422 -1.71751 1.09538
*
```

Calculated values
**Energy above the lowest of the compared OMol25 structures with the same formula, charge and spin**: 0.000 eV
**Calculated total energy**: -14371.5173 eV
**LUMO energy (alpha / beta)**: -8.34 / -8.33 eV
**Kohn-Sham gap (alpha / beta)**: 4.899 / 7.292 eV

Mulliken atomic charge list, values in e, 6 entries:
1 H 0.002
2 C 0.330
3 C -0.156
4 C -0.442
5 C 0.743
6 O -0.377

***

The following is a quantum chemistry calculation of a structure of composition C4H3MnO4 in a non-equilibrium geometry, from OMol25.

```
! RIJCOSX wB97M-V def2-TZVPD def2/J DEFGRID3
* xyz 3 6
O 1.74371 0.74214 -2.69440
C 2.20197 1.78098 -2.74728
Mn 0.85560 -1.07488 -2.45566
C -0.58988 -0.66395 1.53582
C 0.39884 -0.93211 0.46073
O 0.09782 -0.70789 -0.70142
C -1.55655 1.35962 0.59198
O -1.02721 0.73791 1.48395
O -1.86882 2.12362 -0.18186
H -0.16112 -0.81366 2.53586
H -1.49266 -1.27701 1.39998
H 1.39830 -1.27479 0.77230
*
```

Calculated values
**Energy above the lowest of the compared OMol25 structures with the same formula, charge and spin**: 0.000 eV
**Expectation value of S²**: 8.75
**Calculated total energy**: -43669.1546 eV
**LUMO energy (alpha / beta)**: -14.87 / -15.28 eV
**Kohn-Sham gap (alpha / beta)**: 10.482 / 10.131 eV

Mulliken atomic charge list, values in e, 6 entries:
1 O -0.156
2 C 0.239
3 Mn 1.720
4 C -0.335
5 C 0.305
6 O -0.568

***

The following is a quantum chemistry calculation of a structure of composition C4H3N2 in a non-equilibrium geometry, from OMol25.

```
! RIJCOSX wB97M-V def2-TZVPD def2/J DEFGRID3
* xyz 1 1
C -2.00314 -2.35677 1.59372
C -1.42198 -2.57893 0.39773
C -0.74836 -0.90813 -0.27244
C 0.16425 1.31504 0.05518
N -2.44465 -2.17473 2.65026
N -0.33539 0.15737 0.09029
H -1.17660 -3.44558 -0.04983
H 0.84708 1.74415 -0.82025
H 0.08462 2.03967 0.82526
*
```

Calculated values
**Energy above the lowest of the compared OMol25 structures with the same formula, charge and spin**: 3.422 eV
**Calculated total energy**: -7161.8711 eV
**LUMO energy (alpha / beta)**: -7.30 / -7.08 eV
**Kohn-Sham gap (alpha / beta)**: 8.092 / 8.024 eV

Mulliken atomic charge list, values in e, 6 entries:
1 C 0.357
2 C -0.359
3 C 0.240
4 C -0.167
5 N -0.159
6 N 0.014

***

The following is a quantum chemistry calculation of a structure of composition C4H3N3 in a non-equilibrium geometry, from OMol25.

```
! RIJCOSX wB97M-V def2-TZVPD def2/J DEFGRID3
* xyz 0 1
N 0.67689 1.46228 -1.90273
C 0.22439 0.73107 -1.10796
C -1.05575 -0.28006 -0.52148
N -1.52112 0.26896 0.69577
C -0.36600 0.45203 1.23597
C 0.56644 -0.18604 0.26075
N -0.23220 -1.37784 -0.13644
H -0.15246 1.00630 2.14399
H 1.64720 -0.28975 0.29446
H 0.21259 -1.78695 -0.96234
*
```

Calculated values
**Energy above the lowest of the compared OMol25 structures with the same formula, charge and spin**: 5.757 eV
**Calculated total energy**: -8660.6540 eV
**LUMO energy (alpha / beta)**: -1.05 / -1.05 eV
**Kohn-Sham gap (alpha / beta)**: 8.361 / 8.362 eV

Mulliken atomic charge list, values in e, 6 entries:
1 N -0.517
2 C 0.164
3 C 0.252
4 N -0.399
5 C -0.546
6 C 0.458

***

The following is a quantum chemistry calculation of the molecule C4H3N3 in a non-equilibrium geometry, from OMol25.

```
! RIJCOSX wB97M-V def2-TZVPD def2/J DEFGRID3
* xyz 0 1
N 3.33561 -0.66797 0.03843
C 2.21990 -0.35568 0.03505
C 0.78778 -0.11869 0.03205
N 0.00059 -1.15935 0.09101
C -1.25963 -0.66294 -0.01989
C -1.33986 0.68914 -0.14998
N 0.16390 1.08420 -0.06840
H -2.10684 -1.34109 0.00800
H -2.31589 1.16047 0.14289
H 0.85186 1.85697 -0.22430
*
```

Calculated values
**Energy above the lowest of the compared OMol25 structures with the same formula, charge and spin**: 1.243 eV
**Calculated total energy**: -8665.1678 eV
**LUMO energy**: 0.46 eV
**Kohn-Sham gap**: 10.241 eV

Mulliken atomic charge list, values in e, 6 entries:
1 N -0.397
2 C 0.184
3 C 0.399
4 N -0.534
5 C -0.073
6 C -0.399

***

The following is a quantum chemistry calculation of a cluster of 2 separate species, C4H3N3O3 in total in a non-equilibrium geometry, from OMol25.

```
! RIJCOSX wB97M-V def2-TZVPD def2/J DEFGRID3
* xyz 0 1
C -0.12229 0.72710 -1.54970
C 1.08415 -0.30395 1.96862
C 0.48126 -0.27592 -0.80217
C -0.01389 0.33918 1.36109
N -0.63604 1.57842 -2.13095
N 1.96133 -0.87073 2.43689
N 0.03286 1.77043 1.10221
O 1.09495 2.33854 1.11343
O -1.06071 2.25482 0.86643
O -1.24190 -0.13602 1.54744
H 1.56105 -0.23959 -0.72183
H 0.01507 -1.24747 -0.77231
H -1.87352 0.56540 1.26175
*
```

Calculated values
**Energy above the lowest of the compared OMol25 structures with the same formula, charge and spin**: 6.862 eV
**Calculated total energy**: -14803.1458 eV
**LUMO energy (alpha / beta)**: -2.27 / -2.28 eV
**Kohn-Sham gap (alpha / beta)**: 7.779 / 7.777 eV

Mulliken atomic charge list, values in e, 6 entries:
1 C 0.448
2 C 0.235
3 C -0.685
4 C 0.201
5 N -0.362
6 N -0.378

***

What did the tenth record say?
The following is a quantum chemistry calculation of a cluster of 2 separate species, C4H3N3O3 in total in a non-equilibrium geometry, from OMol25.

```
! RIJCOSX wB97M-V def2-TZVPD def2/J DEFGRID3
* xyz 0 1
C -0.12229 0.72710 -1.54970
C 1.08415 -0.30395 1.96862
C 0.48126 -0.27592 -0.80217
C -0.01389 0.33918 1.36109
N -0.63604 1.57842 -2.13095
N 1.96133 -0.87073 2.43689
N 0.03286 1.77043 1.10221
O 1.09495 2.33854 1.11343
O -1.06071 2.25482 0.86643
O -1.24190 -0.13602 1.54744
H 1.56105 -0.23959 -0.72183
H 0.01507 -1.24747 -0.77231
H -1.87352 0.56540 1.26175
*
```

Calculated values
**Energy above the lowest of the compared OMol25 structures with the same formula, charge and spin**: 6.862 eV
**Calculated total energy**: -14803.1458 eV
**LUMO energy (alpha / beta)**: -2.27 / -2.28 eV
**Kohn-Sham gap (alpha / beta)**: 7.779 / 7.777 eV

Mulliken atomic charge list, values in e, 6 entries:
1 C 0.448
2 C 0.235
3 C -0.685
4 C 0.201
5 N -0.362
6 N -0.378